This record from OMol25 describes C49H43Cl3N5OPPb as an isolated structure. The level of theory is the ωB97M-V functional and the def2-TZVPD basis.

Properties
LUMO level ... -0.0327 Ha
Maximum force ... 1.89 eV Å⁻¹
Relative energy (zero: lowest compared OMol25 entry of this formula, charge and spin) ... 0.585 eV
Charge ... 0
HOMO-LUMO gap ... 6.74 eV

Geometry as XYZ:
```
103
Properties=species:S:1:pos:R:3:forces:R:3
Pb 0.336679 0.097778 -1.042076 0.005 -0.004 -0.307
N -2.336690 -9.700900 -4.665461 0.248 0.668 -0.030
C -2.004478 -8.614878 -4.455976 -0.148 -1.205 -0.149
C -1.657528 -7.287619 -4.069938 -0.104 0.390 -0.132
C -0.470130 -6.670727 -4.443610 0.483 -0.617 -0.197
C -0.196015 -5.406959 -3.980808 0.218 0.188 0.358
C -1.072258 -4.734700 -3.135472 -0.238 0.868 -0.045
C -2.305541 -5.315413 -2.834454 -0.199 -0.375 -0.073
C -2.587867 -6.602015 -3.304062 -0.760 0.128 0.533
C -0.707463 -3.359897 -2.603876 -0.044 -0.988 1.113
C -0.739349 -3.249374 -1.181347 -0.518 -0.787 -1.629
C -1.001854 -4.317950 -0.267968 -0.117 -1.174 -0.458
C -1.000638 -3.785146 0.988680 -0.162 -0.149 0.457
C -0.763422 -2.422554 0.800735 0.498 1.389 0.691
N -0.610309 -2.085822 -0.472319 0.141 0.329 0.074
C -0.358090 -2.376577 -3.525896 -0.114 0.062 0.220
C -0.460534 -2.463943 -4.926859 -0.477 -0.148 -0.969
C -0.176731 -1.228039 -5.467646 -0.371 0.074 -0.263
C 0.106971 -0.406708 -4.348915 0.312 0.012 -0.141
N 0.019197 -1.081866 -3.203985 0.146 0.527 0.251
H 0.272438 -7.208761 -5.039203 -0.354 0.194 0.132
H 0.740922 -4.934690 -4.213575 0.249 0.061 -0.148
H -3.042072 -4.773258 -2.238862 0.287 -0.176 -0.141
H -3.532233 -7.136922 -3.073993 0.663 0.696 -0.052
H -1.172111 -5.387605 -0.480048 0.231 0.897 -0.093
H -1.166773 -4.296159 1.928067 0.062 0.113 -0.138
H -0.620000 -1.637072 1.542032 -0.251 -0.306 0.106
H -0.809947 -3.317318 -5.491979 0.092 0.016 0.140
H -0.295140 -0.949158 -6.528284 0.353 -0.083 0.866
H 0.447427 0.624245 -4.341109 -0.210 -0.055 -0.038
C 1.534290 3.639715 -2.402460 0.950 0.031 0.087
N 0.442465 2.742120 -2.160306 -0.776 -0.741 0.060
C -0.705223 2.979951 -2.689358 0.761 -0.559 0.345
C -1.809937 2.048480 -2.531796 0.569 0.181 0.106
C -3.008145 1.980552 -3.220842 -0.060 -0.586 0.245
C -3.664690 0.831184 -2.728519 -1.275 0.092 -0.627
C -2.856713 0.271289 -1.772084 0.402 -0.823 0.459
N -1.713461 0.980318 -1.652409 0.352 0.423 0.184
C 2.296335 3.948843 -1.129066 -0.567 0.022 1.371
C 3.535581 3.406632 -0.840847 0.889 -0.336 -0.254
C 4.195060 3.602954 0.391710 -0.193 -0.212 -0.405
C 3.572464 4.348652 1.378336 0.540 -0.449 0.463
C 2.321318 4.877634 1.123974 -0.324 0.420 0.080
C 1.680066 4.675190 -0.081999 0.217 0.109 -0.894
H 1.201365 4.561135 -2.851002 -0.329 0.647 -0.268
H 2.222777 3.188538 -3.133372 -0.065 -0.049 0.231
H -0.778713 3.885971 -3.291243 -0.584 0.033 -0.192
H -3.323584 2.596681 -4.040369 -0.114 0.311 -0.010
H -4.654235 0.464635 -3.029003 0.575 0.202 0.138
H -2.988223 -0.645320 -1.173320 -0.038 0.607 -0.435
H 4.017721 2.809744 -1.623105 -0.040 0.127 0.336
H 5.173384 3.148451 0.588580 -0.429 0.157 -0.238
H 4.033739 4.456861 2.375364 -0.229 0.071 -0.683
H 1.854061 5.499021 1.875072 -0.190 -0.069 0.099
H 0.712636 5.141207 -0.246280 0.028 -0.152 0.010
Cl 3.179917 -0.090349 1.477798 -0.147 0.339 0.262
C 3.137660 1.047303 2.823578 0.737 -0.221 0.115
C 4.396714 1.429090 3.331494 -0.283 0.114 -0.147
C 4.445023 2.304864 4.400186 -0.428 -0.352 0.500
C 3.248648 2.647317 5.045977 0.362 0.647 0.038
C 2.022246 2.286492 4.546040 -0.040 -0.545 -0.446
C 1.945727 1.481797 3.383422 -0.657 0.446 -0.018
P 0.314440 1.115662 2.546721 0.355 -0.512 0.109
C -0.503534 0.120741 3.852474 0.230 -0.454 0.335
C 0.246204 -0.840836 4.545416 1.517 0.374 -1.070
C -0.302767 -1.703211 5.449087 -1.323 -0.086 0.421
C -1.666933 -1.632816 5.732990 -0.817 1.221 -0.072
C -2.460354 -0.669305 5.063002 1.238 -1.009 0.073
C -1.870054 0.143024 4.087446 -0.851 0.275 -0.068
C -0.579846 2.693515 2.521542 -0.407 -0.035 0.066
C -0.963652 3.474912 3.618584 0.722 -0.832 0.370
C -1.652925 4.648738 3.480207 -0.035 0.318 0.441
C -1.994019 5.095999 2.218161 0.179 -0.044 -0.714
C -1.638141 4.331464 1.103903 -0.808 0.262 0.432
C -0.994991 3.098362 1.262713 -0.428 0.863 -0.652
H 5.309823 1.040485 2.883566 -0.284 0.137 -0.029
H 5.379224 2.674001 4.821544 -0.096 -0.244 -0.258
H 3.273594 3.270072 5.932006 0.116 -0.002 0.003
H 1.128041 2.615508 5.080206 0.305 -0.238 -0.360
H 1.324351 -0.960284 4.305378 -0.732 0.263 0.277
H 0.298749 -2.418098 5.955380 0.487 -0.487 0.271
H -2.148247 -2.218708 6.521137 0.368 -0.051 -0.364
H -3.514492 -0.624883 5.290894 -0.100 0.161 -0.153
H -2.510538 0.784117 3.476281 0.161 0.053 0.324
H -0.709738 3.128468 4.615157 -0.118 0.064 -0.069
H -1.896507 5.202251 4.382580 -0.146 0.051 -0.213
H -2.552991 6.019374 2.095566 0.117 -0.093 -0.035
H -1.987703 4.684700 0.132004 0.271 -0.326 0.100
H -0.902666 2.498431 0.358456 0.386 -0.046 0.294
Cl -4.779345 2.872459 3.399473 -0.013 -0.020 0.007
C -5.677696 2.168045 2.048195 0.278 -0.161 -0.195
Cl -4.598529 1.266407 0.937574 -0.372 0.476 0.217
H -6.202436 2.971128 1.539906 0.293 -0.064 -0.237
H -6.393956 1.465493 2.433999 -0.124 -0.232 0.209
C 4.590922 -2.868495 -2.094914 -0.787 -1.008 0.235
C 3.100674 -2.558080 -2.049183 0.236 -0.174 -0.054
O 2.897689 -1.344829 -2.761115 -0.160 0.075 0.165
H 4.735897 -3.884137 -1.677946 0.155 0.369 -0.473
H 5.136374 -2.209536 -1.473320 0.556 0.869 0.739
H 4.990990 -2.751900 -3.099864 -0.144 -0.340 -0.098
H 2.727105 -2.521913 -1.007370 0.222 0.324 -0.187
H 2.551741 -3.394460 -2.485988 -0.135 0.048 -0.377
H 1.993506 -1.298810 -3.107794 0.149 -0.181 0.140
```
Positions in Å, forces in eV/Å.

---

This record from OMol25 describes C49H43IN8NaO2PS as an isolated structure. The level of theory is the ωB97M-V functional and the def2-TZVPD basis.

Properties
LUMO level ... 0.1283 Ha
Maximum force ... 1.11 eV Å⁻¹
Relative energy (zero: lowest compared OMol25 entry of this formula, charge and spin) ... 0.302 eV
Charge ... -2
HOMO-LUMO gap ... 5.18 eV

Geometry as XYZ:
```
106
Properties=species:S:1:pos:R:3:forces:R:3
Na 0.600699 0.051164 -0.364593 -0.774 0.076 -0.017
C 0.060157 -5.798743 -3.077988 -0.057 0.015 0.011
C 1.199513 -4.881320 -2.635457 -0.153 0.231 -0.092
N 0.970263 -3.481024 -2.968944 -0.151 -0.093 0.097
C 0.061316 -2.708944 -2.223374 -0.216 -0.037 0.046
S -0.538969 -1.281603 -2.998614 0.175 -0.112 0.293
N -0.244168 -3.198531 -1.062739 0.463 -0.337 0.166
N -0.784980 -2.421320 -0.085684 -0.305 0.383 -0.490
C -1.812373 -2.911715 0.500959 0.063 -0.002 0.132
C -2.429742 -4.217249 0.076773 -0.091 -0.075 0.087
C -2.428564 -2.151155 1.621305 0.121 0.059 0.088
C -3.783238 -2.327689 1.919755 -0.081 -0.100 0.049
C -4.360644 -1.582073 2.934458 0.077 -0.103 0.085
C -3.575215 -0.681162 3.637069 0.064 -0.219 -0.054
C -2.235701 -0.574623 3.278134 0.135 -0.008 -0.049
N -1.674325 -1.284618 2.302128 -0.005 -0.119 0.106
H 0.194059 -6.813880 -2.687238 -0.001 0.068 -0.055
H 0.002780 -5.854041 -4.170454 -0.017 0.000 0.078
H -0.888441 -5.404797 -2.702356 0.078 -0.055 -0.015
H 2.139564 -5.192520 -3.096161 0.042 0.004 -0.016
H 1.315602 -4.940857 -1.558194 0.039 0.030 0.099
H 0.862377 -3.280564 -3.948328 0.036 0.002 -0.200
H -1.640647 -4.854201 -0.322552 -0.015 0.010 -0.001
H -3.168211 -4.074489 -0.721973 0.060 -0.013 0.041
H -2.918091 -4.720325 0.914860 -0.008 0.046 -0.042
H -4.382883 -3.019288 1.337540 0.021 0.026 0.055
H -5.417697 -1.687636 3.157066 0.026 -0.001 -0.019
H -3.981456 -0.069918 4.433010 0.016 0.012 -0.010
H -1.578712 0.121326 3.801867 -0.163 -0.183 -0.158
C 6.830692 -0.163508 3.353667 -0.087 -0.033 -0.018
C 6.287905 0.878159 2.610795 -0.077 -0.039 -0.025
C 4.973422 0.802002 2.164457 -0.018 -0.011 -0.007
C 4.171149 -0.307396 2.453981 -0.037 0.215 0.034
C 4.739068 -1.356736 3.178680 0.034 0.012 -0.012
C 6.054420 -1.284003 3.628830 -0.039 0.062 -0.064
P 2.409680 -0.192658 1.838461 0.478 -0.482 0.845
C 2.001093 -1.993928 2.033421 0.082 -0.013 0.017
C 1.295513 -2.562537 3.091210 -0.083 0.003 0.000
C 1.105769 -3.939447 3.164659 0.016 0.067 -0.055
C 1.634275 -4.773934 2.186450 0.022 0.105 0.004
C 2.342508 -4.219154 1.126675 -0.023 0.096 0.036
C 2.509667 -2.841705 1.043895 -0.013 -0.032 0.023
C 1.629816 0.566226 3.336650 -0.323 0.174 -0.104
C 2.080015 0.441447 4.628620 -0.036 0.067 -0.065
C 1.418938 1.107635 5.689004 0.025 -0.020 -0.057
C 0.326624 1.894259 5.444629 0.036 -0.022 0.015
C -0.176767 2.047755 4.127483 0.147 -0.066 -0.172
C -1.332361 2.823646 3.854276 0.088 -0.027 0.047
C -1.793648 2.906586 2.567164 0.031 -0.078 -0.182
C -1.132661 2.226722 1.508929 0.047 0.054 0.272
C 0.003532 1.440003 1.678756 -0.375 0.127 0.044
C 0.470071 1.371402 3.040472 0.037 0.025 -0.029
H 7.856339 -0.111190 3.703305 -0.025 -0.005 -0.022
H 6.888628 1.745315 2.357177 -0.048 -0.045 0.012
H 4.563906 1.610161 1.564324 0.054 -0.039 0.032
H 4.152803 -2.244328 3.390854 -0.006 0.032 0.014
H 6.476086 -2.108779 4.194117 -0.021 0.010 -0.017
H 0.882923 -1.923813 3.863552 0.009 -0.006 -0.044
H 0.544168 -4.359333 3.993557 0.014 0.021 -0.038
H 1.494360 -5.848016 2.247461 -0.012 0.027 -0.005
H 2.757592 -4.860201 0.355963 -0.022 0.058 0.016
H 3.051187 -2.416766 0.201001 -0.044 -0.032 0.031
H 2.952938 -0.162225 4.850642 0.010 0.005 -0.023
H 1.790254 0.994768 6.703085 0.003 -0.002 -0.034
H -0.173113 2.408375 6.265582 0.028 -0.049 -0.090
H -1.831078 3.341529 4.670033 0.016 -0.020 -0.018
H -2.681435 3.505720 2.356724 0.076 -0.036 -0.004
H -1.565133 2.352070 0.512379 0.042 -0.032 0.143
I 2.266698 2.914419 -3.577578 -0.061 -0.048 0.078
C 0.183403 2.875856 -3.350189 -0.228 -0.085 0.148
C -0.585259 3.712624 -4.159335 -0.040 -0.036 0.029
C -1.959568 3.685683 -3.998919 0.066 0.073 -0.081
C -2.512627 2.830294 -3.059896 -0.064 -0.044 0.058
C -1.660240 2.036047 -2.310783 0.292 -0.010 -0.068
N -0.326621 2.061893 -2.441708 -0.019 0.270 -0.217
H -0.110887 4.358789 -4.884344 0.004 -0.017 0.017
H -2.590089 4.327875 -4.604282 0.018 -0.020 0.005
H -3.585180 2.776658 -2.906830 0.089 -0.013 0.005
H -2.042003 1.335358 -1.582294 -0.010 -0.042 0.059
N 3.451833 -1.333194 -2.341510 -0.064 0.066 0.043
C 3.506394 -0.078798 -1.762965 0.212 0.010 -0.149
O 2.513365 0.370069 -1.183409 0.620 0.063 -0.408
C 4.769646 0.617480 -1.853989 0.384 0.100 -0.116
C 5.863564 0.038370 -2.556629 -0.463 0.252 0.226
N 6.718483 -0.463359 -3.158436 0.010 -0.020 0.015
C 4.964886 1.900711 -1.272457 -0.083 -0.408 -0.103
N 5.169763 2.944819 -0.813983 -0.019 -0.086 -0.036
H 2.519889 -1.679174 -2.535569 0.032 0.019 0.020
H 4.150322 -1.563269 -3.029121 0.038 -0.006 0.024
C -4.301504 -1.234119 -1.747091 -0.081 -0.106 -0.070
C -4.149460 -0.358007 -0.532150 -0.853 -0.224 -0.159
O -3.070717 0.017513 -0.185164 0.915 0.547 0.315
C -5.362802 0.079479 0.259711 0.081 0.043 -0.199
C -5.153880 0.894986 1.367662 0.054 0.265 0.028
C -6.230425 1.352528 2.113843 0.154 -0.010 -0.070
C -7.525622 0.997658 1.755929 0.003 -0.020 -0.013
C -7.738199 0.179851 0.656206 0.044 -0.085 -0.071
C -6.655068 -0.278034 -0.089530 -0.254 -0.079 -0.027
H -3.303784 -1.491092 -2.113593 -0.052 0.039 0.034
H -4.843196 -0.691260 -2.528629 -0.015 -0.054 0.024
H -4.867802 -2.140874 -1.511979 0.007 0.056 -0.016
H -4.129823 1.151843 1.627470 -0.129 0.018 -0.034
H -6.056649 1.983988 2.977615 0.009 -0.015 -0.033
H -8.369122 1.360222 2.331823 0.012 -0.013 0.007
H -8.745488 -0.103274 0.376079 -0.001 0.001 -0.007
H -6.826555 -0.919623 -0.947036 0.002 0.043 0.029
```
Positions in Å, forces in eV/Å.